Record 1
This record from the OMol25 dataset describes a 6-piece molecular cluster, C51H49N2O12Si overall. The level of theory is wB97M-V/def2-TZVPD.

The geometry in XYZ format:
```
115
Properties=species:S:1:pos:R:3:mulliken_charge:R:1
C -2.18320 -1.10130 -1.88688 -0.431
Si -0.29670 -1.56731 -1.59606 -0.327
C -0.17588 -2.04887 0.28226 -0.752
C 0.18042 -3.04145 -2.74033 -0.659
C -0.92507 -3.32442 -3.96257 -0.271
C -1.96622 -4.53766 -3.64465 -0.736
C -3.54937 -4.13986 -3.58445 -0.490
C -4.04872 -3.03896 -4.69070 -0.075
C -5.67090 -3.01341 -4.92476 -0.709
C -6.47939 -1.86379 -4.08044 -0.469
C -5.71451 -1.31940 -2.73650 -0.221
C -6.70074 -0.52967 -1.66554 0.010
C -7.24013 0.90849 -2.28613 -0.024
N -7.51817 2.08708 -2.75773 -0.601
C -7.91828 -1.46533 -1.06858 0.549
C -7.53484 -3.09244 -1.03943 -0.045
N -7.35410 -4.31881 -1.48547 -0.561
C -8.27827 -1.09651 0.52263 0.058
O -7.57450 -1.71175 1.51219 -0.650
O -9.34679 -0.12618 0.85764 -0.666
C 0.67495 0.08807 -2.01509 0.596
C 1.33748 0.23044 -3.50734 -0.246
C 2.11039 1.67370 -3.83506 -0.498
C 2.17389 2.87491 -2.67859 -0.398
C 1.48147 2.65206 -1.18390 -0.401
C 0.70751 1.21817 -0.82329 -0.223
H -2.42466 -0.31781 -1.01971 0.397
H -2.19618 -0.54502 -2.92568 0.210
H -2.86151 -2.05329 -1.83891 -0.141
H 0.91564 -2.04309 0.70343 0.181
H -0.55466 -3.17683 0.36605 0.277
H -0.93269 -1.36896 0.86019 0.259
H 1.26549 -2.94230 -3.22558 0.282
H 0.21133 -4.04877 -2.11916 0.371
H -0.25499 -3.68341 -4.88312 0.357
H -1.39814 -2.30448 -4.27755 0.219
H -1.86334 -5.41758 -4.44211 0.280
H -1.69157 -5.02380 -2.59014 0.232
H -4.15199 -5.14175 -3.82960 0.371
H -3.87575 -3.87516 -2.46728 0.109
H -3.58564 -1.97379 -4.41576 -0.099
H -3.56596 -3.31944 -5.74555 0.407
H -6.08932 -4.09329 -4.72716 0.305
H -5.87217 -2.78318 -6.07859 0.256
H -7.51196 -2.34698 -3.73111 0.210
H -6.73074 -0.92482 -4.76801 0.343
H -5.14634 -2.13544 -2.11928 -0.091
H -4.88088 -0.55420 -3.11538 0.317
H -6.01793 -0.25046 -0.73066 0.409
H -8.86618 -1.24533 -1.75517 0.412
H 1.30454 -0.58761 -4.35130 0.264
H 2.56783 1.80397 -4.90664 0.269
H 2.71340 3.89235 -2.90830 0.286
H 1.49026 3.48728 -0.36316 0.292
H 0.22098 1.06223 0.23758 0.234
C 4.41630 0.73286 2.56161 -0.731
C 5.75055 0.78068 2.62343 -0.270
C 6.58592 0.35962 1.48147 0.253
O 7.80723 0.40118 1.53790 -0.712
C 5.89012 -0.11452 0.26868 -0.576
C 4.55588 -0.16235 0.20686 -0.133
C 3.72050 0.25871 1.34882 0.008
O 2.49919 0.21716 1.29239 -0.483
H 3.78883 1.03727 3.39038 1.302
H 6.27582 1.12670 3.50557 0.472
H 6.51759 -0.41893 -0.56009 0.473
H 4.03060 -0.50836 -0.67528 0.524
C 5.69527 2.07110 8.00746 -0.391
C 5.01434 2.35288 6.89245 -0.394
C 4.42267 1.28296 6.06515 0.321
O 3.80097 1.53983 5.04338 -0.568
C 4.61115 -0.10948 6.51835 -0.210
C 5.29209 -0.39126 7.63336 -0.396
C 5.88375 0.67866 8.46066 0.338
O 6.50545 0.42179 9.48243 -0.556
H 6.13622 2.84383 8.62529 0.407
H 4.86674 3.36912 6.54709 0.454
H 4.17021 -0.88221 5.90053 0.467
H 5.43968 -1.40750 7.97872 0.419
C 6.18602 5.26162 0.11029 -0.445
C 6.24825 6.43342 0.75007 -0.368
C 5.51915 6.65565 2.01429 0.279
O 5.57394 7.72851 2.59951 -0.570
C 4.72040 5.53291 2.54464 -0.422
C 4.65817 4.36111 1.90486 -0.140
C 5.38727 4.13888 0.64064 0.302
O 5.33249 3.06602 0.05542 -0.425
H 6.71406 5.08226 -0.81829 0.434
H 6.83031 7.26641 0.37435 0.415
H 4.19237 5.71228 3.47322 0.464
H 4.07612 3.52813 2.28058 0.476
C 9.89528 -2.47288 2.71817 -0.325
C 9.21434 -2.19111 1.60316 -0.325
C 8.62267 -3.26103 0.77586 0.378
O 8.00097 -3.00415 -0.24591 -0.552
C 8.81115 -4.65346 1.22906 -0.365
C 9.49209 -4.93524 2.34408 -0.397
C 10.08375 -3.86532 3.17138 0.377
O 10.70545 -4.12220 4.19315 -0.568
H 10.33622 -1.70016 3.33600 0.438
H 9.06674 -1.17486 1.25780 0.524
H 8.37021 -5.42619 0.61124 0.416
H 9.63968 -5.95149 2.68943 0.403
C -10.73420 2.60494 -0.36165 -0.090
C -10.64702 3.70761 0.38858 -0.416
C -11.55293 4.85335 0.17458 0.408
O -11.47254 5.86379 0.85946 -0.591
C -12.55938 4.73279 -0.89888 -0.380
C -12.64656 3.63012 -1.64911 -0.374
C -11.74065 2.48438 -1.43511 0.247
O -11.82104 1.47394 -2.12000 -0.559
H -10.07706 1.75589 -0.21833 0.526
H -9.91469 3.81111 1.18029 0.441
H -13.21652 5.58184 -1.04220 0.390
H -13.37889 3.52662 -2.44082 0.399
```

As for the charge: -1. For the calculated total energy, the calculation gives -89088.5178 eV.

***

Record 2
This record from the OMol25 dataset describes C51H50AsN6O2PSSiSr as an isolated structure. The level of theory is wB97M-V/def2-TZVPD.

The geometry in XYZ format:
```
114
Properties=species:S:1:pos:R:3:mulliken_charge:R:1
Sr -0.70903 0.40122 0.23337 1.576
N -0.42976 -3.73365 1.99938 -0.072
C -0.04592 -2.63817 1.26345 -0.658
S -0.75570 -2.51893 -0.27068 -0.417
N 0.83167 -1.85583 1.85134 -1.286
N 1.11174 -0.70180 1.24722 0.908
C 1.93787 0.12935 1.79715 -0.147
C 2.56385 -0.06139 3.11858 0.213
C 3.24861 -1.21914 3.46683 -0.198
C 3.78759 -1.34925 4.73429 -0.849
C 3.62400 -0.35094 5.68142 -0.518
C 2.91176 0.79017 5.34952 -1.042
C 2.39752 0.93693 4.07708 0.454
C 2.17104 1.37922 1.08999 0.121
C 3.25765 2.20375 1.40979 -0.808
C 3.39387 3.41484 0.76283 -0.814
C 2.44855 3.77980 -0.18745 -0.924
C 1.44154 2.87307 -0.48140 -0.244
N 1.31574 1.70521 0.11683 0.706
H -0.81111 -4.48627 1.44630 0.317
H 0.17086 -3.99073 2.77061 0.244
H 3.35991 -2.00882 2.74124 0.399
H 4.33355 -2.24445 4.99108 0.405
H 4.03114 -0.46479 6.67669 0.403
H 2.74262 1.56827 6.07890 0.432
H 1.83090 1.81692 3.81458 0.233
H 3.97617 1.89533 2.15516 0.652
H 4.21880 4.07192 0.99798 0.449
H 2.48762 4.74356 -0.67469 0.474
H 0.68146 3.09193 -1.21963 0.169
N -0.32430 1.54474 -3.44477 0.412
P -1.72099 1.18887 -2.52072 -0.001
C -2.87536 0.83511 -3.91948 0.730
C -3.44344 -0.42870 -4.01792 -0.451
C -4.26389 -0.73811 -5.09011 -0.547
C -4.52111 0.21074 -6.06587 -0.510
C -3.96026 1.47462 -5.96852 -0.720
C -3.14134 1.78937 -4.89898 -0.653
C -2.37780 2.82109 -2.06340 1.050
C -1.85856 4.06932 -2.37792 -0.108
C -2.47494 5.20911 -1.88165 -0.736
C -3.60403 5.11264 -1.08589 -0.686
C -4.12961 3.86721 -0.78121 -0.425
C -3.52065 2.73337 -1.27403 -0.767
C 0.73283 0.65178 -3.43949 0.038
C 1.61140 0.55876 -4.52778 -1.040
C 2.64699 -0.35222 -4.46249 -0.408
C 2.77345 -1.14008 -3.32573 -1.107
C 1.85520 -0.97304 -2.30167 -0.305
N 0.85804 -0.10459 -2.35389 0.573
H -0.48150 2.00932 -4.33545 0.319
H -3.22578 -1.15895 -3.24780 0.452
H -4.70422 -1.72036 -5.16329 0.422
H -5.15748 -0.03558 -6.90308 0.384
H -4.17166 2.21620 -6.72587 0.409
H -2.71743 2.78345 -4.82100 0.319
H -0.97156 4.16549 -2.99271 0.413
H -2.06984 6.18270 -2.12089 0.402
H -4.06628 6.00638 -0.69070 0.416
H -5.00448 3.78271 -0.15623 0.449
H -3.91321 1.74891 -1.04902 0.216
H 1.47460 1.18038 -5.40102 0.431
H 3.32930 -0.46179 -5.29406 0.411
H 3.56508 -1.86838 -3.25049 0.454
H 1.89551 -1.57547 -1.40479 0.271
C 0.09755 4.24126 2.82289 -1.166
Si -1.39097 3.07161 2.49858 0.202
C -2.92319 4.21914 2.63895 -0.847
C -1.46010 1.90061 4.02201 -0.355
O -1.29221 2.34084 1.11724 -0.158
H -0.10155 4.96479 3.60777 0.444
H 0.32769 4.79562 1.91726 0.233
H 0.99253 3.69362 3.10667 0.135
H -3.03653 4.62081 3.64389 0.419
H -3.84525 3.70263 2.38890 -0.114
H -2.81695 5.06147 1.95933 0.262
H -1.92793 2.35769 4.88982 0.573
H -0.46253 1.58467 4.31804 -0.015
H -2.03653 1.00466 3.78226 -0.258
O -1.97103 -0.43749 1.65506 1.750
As -2.82536 -1.50279 2.47807 -1.076
C -1.92580 -2.26373 4.00668 1.291
C -0.75370 -1.63980 4.40911 0.835
C -0.05605 -2.11062 5.50642 -0.935
C -0.53811 -3.20373 6.20905 -0.800
C -1.72291 -3.81258 5.82502 -0.924
C -2.42232 -3.34343 4.72501 -1.082
C -4.37325 -0.58798 3.20065 1.098
C -5.26360 -1.21494 4.06130 -0.643
C -6.32934 -0.50412 4.58461 -0.834
C -6.50728 0.82736 4.24134 -0.731
C -5.63099 1.44687 3.36511 -0.796
C -4.56350 0.73875 2.84228 0.047
C -3.70342 -2.80157 1.33040 1.198
C -3.81044 -4.17082 1.51735 -0.256
C -4.62473 -4.91195 0.67300 -0.813
C -5.31397 -4.29821 -0.36002 -0.597
C -5.18920 -2.93132 -0.56024 -0.695
C -4.39333 -2.18811 0.29025 -0.660
H -0.39441 -0.78883 3.84228 -0.010
H 0.86348 -1.62789 5.80232 0.402
H 0.00815 -3.58439 7.05981 0.427
H -2.10308 -4.65908 6.38035 0.426
H -3.35139 -3.81934 4.42843 0.183
H -5.11843 -2.25916 4.32009 0.238
H -7.01569 -0.98828 5.26616 0.415
H -7.33135 1.38106 4.66693 0.394
H -5.76913 2.48495 3.10049 0.367
H -3.84611 1.20873 2.17498 0.156
H -3.26131 -4.66541 2.31114 0.402
H -4.72583 -5.97731 0.83125 0.407
H -5.94021 -4.88889 -1.01430 0.394
H -5.72221 -2.44617 -1.36497 0.471
H -4.28939 -1.10850 0.16512 0.315
```

For the calculated total energy, the calculation gives -156414.7054 eV.

***

Record 3
This record from the OMol25 dataset describes C51H52BrClF3N5O5W as an isolated structure. The level of theory is wB97M-V/def2-TZVPD.

The geometry in XYZ format:
```
119
Properties=species:S:1:pos:R:3:lowdin_spin:R:1
W -0.69003 0.45312 -0.06798 1.567
C -0.40030 -3.49998 1.76678 0.000
C 0.30627 -3.11282 3.08767 0.000
C 1.05706 -1.77561 3.08330 0.002
N 0.12330 -0.73247 2.72865 0.024
C -0.05294 0.28352 3.46102 0.005
C 0.87948 0.72429 4.50852 0.004
C 0.62061 1.19049 5.75824 0.001
C -0.64101 1.36848 6.37438 0.005
C -1.84000 1.38687 5.69381 0.001
C -2.12121 1.37943 4.32052 0.003
C -1.28782 1.11577 3.18390 0.005
N -1.61235 1.44329 1.94638 -0.010
C -2.77212 2.34149 1.84042 0.000
C -2.88515 3.13923 0.55405 0.001
C -3.36219 2.30687 -0.60795 0.005
N -2.61593 1.05559 -0.67421 -0.004
C -3.33295 0.02992 -1.11099 0.009
C -4.11197 0.14663 -2.26734 0.026
C -5.08040 -0.69067 -2.79512 0.007
C -5.68884 -1.77820 -2.22039 0.030
C -5.37225 -2.32942 -0.96743 0.008
C -4.34944 -2.07854 -0.11733 0.023
C -3.27334 -1.11875 -0.18668 0.011
N -2.30076 -1.06525 0.65425 -0.014
C -2.42154 -1.87978 1.86819 0.002
C -1.92824 -3.32427 1.75706 0.000
H 0.01097 -2.91255 0.94740 0.000
H -0.18382 -4.55249 1.55641 0.000
H 1.04170 -3.88586 3.34367 0.000
H -0.42131 -3.08810 3.91160 0.000
H 1.87862 -1.82223 2.35846 0.000
H 1.49471 -1.62404 4.07578 0.001
H 1.92654 0.60562 4.24155 0.000
H 1.49063 1.39161 6.37779 0.000
H -0.66067 1.52748 7.44721 0.000
H -2.72094 1.51638 6.31724 0.000
H -3.16389 1.53382 4.09287 0.001
H -2.72124 3.05151 2.66427 0.000
H -3.70207 1.76515 1.97080 0.000
H -1.92642 3.58881 0.33564 0.000
H -3.60721 3.95006 0.69883 0.000
H -3.31747 2.91071 -1.51143 0.001
H -4.41256 2.05584 -0.44662 0.001
H -3.88547 1.02073 -2.86305 0.002
H -5.43147 -0.41750 -3.78524 0.000
H -6.49995 -2.23699 -2.77274 0.002
H -6.01758 -3.13886 -0.64115 0.000
H -4.32652 -2.75541 0.72256 0.001
H -3.46446 -1.87065 2.18860 0.000
H -1.85346 -1.38445 2.64011 0.000
H -2.32631 -3.76188 0.83216 0.000
H -2.35914 -3.89086 2.59596 0.000
Br 5.10061 2.51478 4.08495 0.000
C 3.82027 3.34198 2.95102 0.000
C 3.83701 4.70964 2.80092 0.001
N 2.96776 5.34016 2.03022 0.000
C 2.04384 4.59853 1.40075 0.001
C 1.96472 3.23573 1.51166 0.000
C 2.87668 2.57889 2.28658 0.001
C 0.88612 2.45850 0.81556 0.015
O 0.00830 2.97361 0.20155 0.055
O 0.94780 1.19001 0.93213 0.017
H 4.57235 5.31646 3.31699 0.000
H 1.32720 5.11456 0.76982 0.000
H 2.82613 1.49905 2.35822 0.000
Cl -1.96571 -4.44842 -3.67709 0.000
C -2.08638 -3.02849 -2.56982 0.000
C -0.97633 -1.96903 -2.70897 0.001
O -0.06548 -2.12056 -3.51404 0.003
O -1.18479 -1.03239 -1.87754 0.004
H -2.06193 -3.40807 -1.55282 0.000
H -3.04989 -2.56766 -2.75017 0.000
F 7.51990 -4.47507 0.31642 0.001
C 6.46207 -4.90720 1.04183 0.001
F 6.84790 -4.82104 2.33847 0.001
F 6.30912 -6.22023 0.77228 0.000
C 5.22817 -4.12062 0.76507 0.009
C 4.03019 -4.74752 0.48009 0.000
C 2.89407 -3.99347 0.21956 0.010
C 2.93451 -2.59472 0.24584 0.009
C 4.15821 -1.97960 0.55021 0.009
C 5.29004 -2.73477 0.80074 -0.001
C 1.76517 -1.81758 0.01601 0.048
C 0.76024 -1.14416 -0.08232 -0.006
H 3.98433 -5.82743 0.45602 0.000
H 1.95178 -4.47785 -0.00495 0.001
H 4.19365 -0.89821 0.59057 0.001
H 6.23356 -2.24686 1.02535 0.000
C 3.03402 1.00714 -1.61171 -0.001
C 2.77077 0.29600 -2.93817 0.001
C 2.93106 -1.22581 -2.82936 0.001
C 1.47734 0.67437 -3.67035 0.006
C 1.50877 0.38244 -5.02650 0.000
C 0.54658 0.83692 -5.91135 0.005
C -0.35985 1.75727 -5.41839 -0.001
C -0.43819 2.09672 -4.06471 0.007
C -1.21059 3.41109 -3.83725 0.001
C -2.70739 3.33902 -4.19778 0.000
C -0.97910 4.07589 -2.48675 0.000
C 0.34992 1.35570 -3.11728 0.006
O 0.10657 1.31505 -1.83300 0.072
H 4.07837 0.83152 -1.31027 0.000
H 2.38354 0.65144 -0.82801 0.000
H 2.88626 2.08966 -1.71614 0.000
H 3.55426 0.64981 -3.61583 0.000
H 2.04563 -1.67417 -2.38409 0.000
H 3.81329 -1.48353 -2.22869 0.000
H 3.05342 -1.66832 -3.82198 0.000
H 2.33700 -0.21750 -5.39917 0.000
H 0.55633 0.55312 -6.95881 0.000
H -1.00673 2.29080 -6.11397 0.000
H -0.77061 4.08040 -4.57885 0.000
H -3.32420 3.09058 -3.33403 0.000
H -2.89794 2.58693 -4.96703 0.000
H -3.05797 4.30905 -4.57270 0.000
H -1.12260 3.37938 -1.68090 0.000
H -1.65001 4.93562 -2.35628 0.000
H 0.05368 4.42738 -2.40216 0.000
```

Its spin multiplicity is 3. As for the charge: -2. For the calculated total energy, the calculation gives -163961.3708 eV. The expectation value of S² is 2.02.